{"formula": "C6H6F2O6", "method": "ωB97M-V with the def2-TZVPD basis set", "symbols": ["F", "F", "O", "O", "O", "O", "O", "O", "C", "C", "C", "C", "C", "C", "H", "H", "H", "H", "H", "H"], "positions_angstrom": [[-15.210, 15.116, 6.560], [-7.818, 14.478, 8.207], [-7.629, 16.575, 8.883], [-12.003, 18.019, 6.686], [-6.422, 17.053, 7.123], [-12.010, 15.794, 7.198], [-5.797, 17.866, 9.202], [-13.667, 16.613, 6.142], [-6.545, 17.234, 8.510], [-13.962, 15.323, 6.115], [-7.296, 16.051, 6.693], [-12.884, 14.694, 6.996], [-12.509, 16.884, 6.686], [-8.089, 15.762, 7.917], [-13.266, 14.294, 7.935], [-12.302, 13.894, 6.539], [-7.842, 16.639, 5.955], [-6.816, 15.212, 6.188], [-13.892, 14.806, 5.158], [-9.157, 15.918, 7.762]], "orbital_gap_ev": 11.48, "relative_energy_kcal_mol": 24.21, "smiles": "O=C1OC[C@@H](F)O1.O=C1OC[C@@H](F)O1", "total_charge": 0, "homo_energy_ev": -11.24}